No. 1
The following is a DFT calculation (ωB97M-V with the def2-TZVPD basis set) of a molecular structure, C40H80F5InNO11S.

The value obtained for the orbital gap is 7.496 eV. The HOMO energy is -0.20321 hartree. The calculated total energy is -3541.66723 Eh.

ORCA input file:
```
! wB97M-V def2-TZVPD RIJCOSX def2/J DEFGRID3
* xyz -1 1
C -1.876 -4.291 1.576
C -3.305 -4.104 2.308
C -3.842 -2.590 2.331
C -2.567 -1.670 2.783
In -4.522 -1.776 0.342
C -2.894 -1.597 -1.220
C -2.515 -3.024 -1.938
C -1.098 -2.833 -2.665
C -0.435 -4.232 -3.179
C -0.593 -5.415 -2.112
C 0.129 -6.789 -2.507
C 1.513 -7.070 -1.737
C 1.455 -6.820 -0.154
C 2.424 -5.671 0.404
C 2.575 -4.405 -0.583
C 3.405 -3.242 0.157
C 2.340 -2.331 0.946
N 2.946 -1.129 1.612
C 4.266 -0.667 1.258
C 4.565 0.585 2.106
C 3.267 0.805 2.961
C 2.284 -0.330 2.619
S -6.492 -2.973 -0.671
O -7.137 -1.970 -1.637
O -6.015 -4.128 -1.547
C -7.842 -3.447 0.538
F -7.956 -2.341 1.460
F -9.064 -3.499 -0.172
C -7.541 -4.741 1.437
F -8.820 -5.330 1.736
F -6.799 -5.748 0.802
F -6.969 -4.445 2.699
H -1.956 -5.197 0.871
H -1.012 -4.515 2.289
H -1.582 -3.401 0.914
H -4.071 -4.814 1.851
H -3.127 -4.402 3.415
H -4.635 -2.413 3.143
H -1.976 -1.319 1.854
H -2.888 -0.726 3.335
H -1.822 -2.275 3.431
H -5.089 -0.075 0.661
H -1.903 -1.218 -0.778
H -3.171 -0.895 -2.097
H -3.356 -3.299 -2.660
H -2.525 -3.792 -1.096
H -0.342 -2.234 -2.036
H -1.296 -2.184 -3.603
H -0.908 -4.554 -4.182
H 0.656 -3.965 -3.432
H -0.315 -4.996 -1.089
H -1.725 -5.648 -2.059
H 0.294 -6.911 -3.640
H -0.589 -7.638 -2.185
H 2.347 -6.527 -2.292
H 1.729 -8.199 -1.877
H 1.761 -7.798 0.372
H 0.360 -6.607 0.140
H 3.450 -6.082 0.743
H 1.938 -5.277 1.380
H 3.179 -4.715 -1.502
H 1.545 -3.988 -0.894
H 3.842 -2.578 -0.681
H 4.222 -3.624 0.854
H 1.594 -1.910 0.166
H 1.690 -2.952 1.672
H 5.021 -1.077 0.519
H 5.520 1.196 2.105
H 3.065 1.646 3.704
H 1.254 -0.494 3.067
C -6.980 5.147 0.841
O -6.973 4.485 2.090
C -6.985 3.063 1.984
C -5.967 2.421 2.924
O -4.596 2.659 2.602
C -4.107 3.991 2.756
C -4.067 4.517 4.190
O -5.380 4.763 4.684
C -5.574 4.317 6.015
H -8.004 5.216 0.462
H -6.584 6.153 0.991
H -6.344 4.640 0.108
H -6.782 2.737 0.957
H -7.988 2.725 2.261
H -6.098 1.336 2.853
H -6.167 2.672 3.966
H -4.635 4.674 2.092
H -3.075 3.963 2.392
H -3.535 5.475 4.202
H -3.522 3.809 4.824
H -5.113 3.340 6.187
H -6.647 4.216 6.182
H -5.167 5.053 6.718
C -0.208 4.734 -5.653
O 0.049 3.492 -6.277
C 1.104 2.753 -5.668
C 0.725 1.285 -5.477
O -0.304 1.034 -4.521
C -1.620 1.481 -4.852
C -2.272 0.785 -6.045
O -1.651 1.171 -7.267
C -1.428 0.087 -8.153
H 0.492 5.489 -6.025
H -1.226 5.033 -5.905
H -0.137 4.665 -4.563
H 1.384 3.182 -4.699
H 1.969 2.814 -6.336
H 1.611 0.768 -5.093
H 0.494 0.804 -6.427
H -1.643 2.565 -4.958
H -2.231 1.257 -3.972
H -3.321 1.093 -6.106
H -2.236 -0.301 -5.898
H -1.063 -0.799 -7.626
H -0.662 0.391 -8.869
H -2.352 -0.150 -8.692
C 8.345 7.000 0.969
O 8.954 5.728 1.079
C 10.366 5.782 1.250
C 10.835 4.837 2.355
O 10.435 5.192 3.679
C 9.045 5.096 3.994
C 8.463 3.683 3.982
O 8.372 3.178 2.655
C 8.787 1.827 2.536
H 8.424 7.362 -0.061
H 7.293 6.893 1.234
H 8.793 7.726 1.656
H 10.703 6.800 1.479
H 10.820 5.473 0.302
H 11.930 4.865 2.365
H 10.571 3.802 2.138
H 8.462 5.775 3.372
H 8.953 5.477 5.016
H 7.444 3.715 4.384
H 9.069 3.033 4.623
H 9.688 1.625 3.122
H 9.021 1.639 1.487
H 7.977 1.160 2.851
*
```

Löwdin population analysis, charges in e, atoms 1 to 5: number 1, C, carries -0.143; number 2, C, carries -0.295; number 3, C, carries -0.429; number 4, C, carries -0.187; number 5, In, carries 0.624

=====

No. 2
The following is a DFT calculation (ωB97M-V with the def2-TZVPD basis set) of 10 unconnected molecules or ions with the total composition C40H80O20.

The value obtained for the orbital gap (alpha / beta) is 8.981 / 2.825 eV. The HOMO energy (alpha / beta) is -0.40743 / -0.40743 hartree. The calculated total energy is -3076.42786 Eh. The expectation value of S² is 0.755.

ORCA input file:
```
! wB97M-V def2-TZVPD RIJCOSX def2/J DEFGRID3
* xyz 1 2
C 7.576 0.385 -17.056
C 6.423 1.352 -17.151
O 5.523 0.970 -16.098
C 4.327 1.499 -16.004
O 3.823 2.218 -16.869
O 3.953 1.334 -14.752
C 2.850 2.025 -14.171
H 8.258 0.509 -17.897
H 7.284 -0.665 -17.052
H 8.198 0.458 -16.164
H 5.871 1.328 -18.091
H 6.813 2.347 -16.935
H 1.964 1.957 -14.803
H 3.032 3.099 -14.138
H 2.657 1.753 -13.133
C -2.277 3.551 -22.742
C -1.136 4.296 -22.104
O -0.970 3.783 -20.760
C 0.254 3.803 -20.146
O 1.297 4.088 -20.701
O 0.120 3.206 -18.991
C 1.305 2.966 -18.168
H -2.395 3.797 -23.798
H -3.196 3.767 -22.197
H -2.282 2.479 -22.541
H -1.336 5.359 -21.968
H -0.217 4.086 -22.652
H 1.870 2.204 -18.704
H 1.204 2.617 -17.140
H 1.934 3.853 -18.086
C 3.030 2.641 -8.088
C 2.014 3.618 -8.794
O 1.720 3.198 -10.105
C 0.833 3.886 -10.862
O 0.332 4.921 -10.574
O 0.646 3.203 -12.027
C -0.245 3.808 -12.916
H 2.968 2.890 -7.029
H 4.012 2.789 -8.536
H 2.723 1.596 -8.029
H 2.420 4.629 -8.740
H 1.113 3.742 -8.194
H 0.082 4.824 -13.137
H -1.231 3.903 -12.462
H -0.400 3.227 -13.826
C 3.641 -1.547 -19.879
C 3.325 -1.468 -18.357
O 1.967 -1.056 -18.103
C 1.524 -0.851 -16.878
O 2.102 -1.240 -15.867
O 0.467 -0.080 -16.836
C -0.179 0.187 -15.597
H 3.188 -2.489 -20.189
H 4.699 -1.574 -20.142
H 3.167 -0.678 -20.336
H 3.870 -0.658 -17.873
H 3.578 -2.400 -17.851
H -0.536 -0.752 -15.175
H -1.017 0.843 -15.832
H 0.430 0.532 -14.762
C 9.433 -3.396 -23.200
C 8.398 -2.460 -22.568
O 7.311 -2.110 -23.407
C 6.364 -1.393 -22.925
O 6.407 -0.824 -21.839
O 5.317 -1.305 -23.841
C 4.187 -0.484 -23.578
H 9.774 -2.951 -24.135
H 8.862 -4.308 -23.372
H 10.209 -3.763 -22.528
H 8.926 -1.515 -22.441
H 8.099 -2.795 -21.575
H 4.483 0.398 -23.010
H 3.530 -0.979 -22.863
H 3.660 -0.242 -24.501
C -2.460 0.156 -12.173
C -2.161 0.646 -10.814
C -2.887 1.897 -10.670
O -3.592 2.091 -11.932
C -3.850 0.755 -12.478
H -2.423 -0.906 -12.414
H -1.801 0.614 -12.911
H -1.115 0.864 -10.594
H -2.430 -0.101 -10.068
H -2.180 2.680 -10.394
H -3.678 1.857 -9.921
H -4.056 0.738 -13.548
H -4.693 0.305 -11.953
C 0.532 -0.532 -22.893
C 0.447 0.556 -21.933
C -0.341 0.015 -20.716
O -0.517 -1.396 -20.893
C 0.398 -1.745 -21.965
H 1.468 -0.447 -23.444
H -0.302 -0.396 -23.582
H -0.035 1.432 -22.369
H 1.402 0.917 -21.550
H -1.242 0.580 -20.477
H 0.272 0.172 -19.828
H 0.157 -2.660 -22.505
H 1.347 -2.090 -21.554
C 1.788 -5.191 -18.153
C 2.944 -5.430 -19.085
C 2.261 -5.603 -20.412
O 1.172 -4.647 -20.487
C 0.721 -4.514 -19.077
H 1.925 -4.530 -17.298
H 1.283 -6.111 -17.859
H 3.463 -6.312 -18.711
H 3.646 -4.599 -19.153
H 1.872 -6.620 -20.463
H 2.869 -5.610 -21.316
H -0.244 -5.019 -19.038
H 0.595 -3.467 -18.801
C 1.582 -1.386 -9.925
C 0.871 -2.168 -11.030
C 1.505 -1.569 -12.292
O 1.565 -0.200 -11.985
C 1.971 -0.052 -10.612
H 2.474 -1.943 -9.637
H 0.981 -1.353 -9.017
H -0.199 -1.979 -10.944
H 1.043 -3.238 -10.913
H 0.752 -1.701 -13.069
H 2.322 -2.150 -12.719
H 1.298 0.649 -10.117
H 3.029 0.131 -10.428
C -3.247 3.020 -17.806
C -2.686 3.520 -16.475
C -3.523 2.679 -15.573
O -3.544 1.405 -16.160
C -3.461 1.544 -17.586
H -2.594 3.179 -18.664
H -4.178 3.549 -18.012
H -2.909 4.566 -16.263
H -1.620 3.339 -16.338
H -4.593 2.878 -15.506
H -3.142 2.491 -14.569
H -4.362 1.130 -18.039
H -2.613 1.063 -18.073
*
```

Löwdin population analysis, charges in e, atoms 1 to 5: number 1, C, carries -0.069; number 2, C, carries -0.189; number 3, O, carries 0.026; number 4, C, carries -0.599; number 5, O, carries 0.094

=====

No. 3
The following is a DFT calculation (ωB97M-V with the def2-TZVPD basis set) of 11 unconnected molecules or ions with the total composition C40H83Br20F3O3P.

The energy above the lowest of the compared OMol25 structures with the same formula, charge and spin comes out at 0.000 eV. The value obtained for the orbital gap is 6.529 eV. The HOMO energy is -0.18334 hartree. The calculated total energy is -53920.84340 Eh.

ORCA input file:
```
! wB97M-V def2-TZVPD RIJCOSX def2/J DEFGRID3
* xyz -1 1
C -0.384 5.192 6.759
C -0.538 3.801 6.124
C -1.927 3.572 5.508
C -1.966 2.708 4.231
C -2.664 1.342 4.364
C -3.452 0.898 3.114
C -2.909 -0.364 2.434
C -3.955 -1.191 1.688
C -3.353 -2.476 1.088
C -3.231 -2.482 -0.455
C -1.800 -2.709 -0.961
C -0.789 -1.607 -0.600
C -1.110 -0.253 -1.248
P 0.387 0.908 -1.613
C 0.090 0.612 -3.482
O 0.808 1.441 -4.397
C 0.578 1.104 -5.739
C 1.679 0.253 -6.365
O 1.758 1.932 -1.919
C 2.948 1.333 -2.331
C 3.849 0.849 -1.191
C 4.292 1.990 -0.287
O 5.033 0.272 -1.810
C 0.557 1.267 0.356
F 1.358 2.308 0.730
F 1.024 0.216 1.107
F -0.644 1.591 0.937
H 0.364 5.196 7.555
H -1.336 5.501 7.210
H -0.104 5.927 5.999
H 0.215 3.689 5.335
H -0.333 3.050 6.894
H -2.336 4.562 5.264
H -2.593 3.146 6.269
H -0.937 2.551 3.890
H -2.460 3.273 3.434
H -1.913 0.578 4.583
H -3.344 1.385 5.222
H -4.506 0.730 3.373
H -3.432 1.713 2.379
H -2.399 -1.005 3.166
H -2.164 -0.054 1.697
H -4.775 -1.427 2.381
H -4.362 -0.568 0.882
H -3.953 -3.336 1.402
H -2.352 -2.621 1.499
H -3.632 -1.552 -0.877
H -3.858 -3.291 -0.854
H -1.451 -3.683 -0.588
H -1.825 -2.766 -2.058
H -0.757 -1.494 0.488
H 0.196 -1.948 -0.940
H -1.845 0.277 -0.633
H -1.618 -0.466 -2.201
H 1.280 -0.229 -1.486
H -0.446 2.084 -1.636
H 0.261 -0.448 -3.738
H -0.985 0.818 -3.630
H 0.484 2.034 -6.317
H -0.385 0.577 -5.842
H 1.672 -0.785 -6.017
H 2.663 0.702 -6.199
H 1.502 0.232 -7.448
H 2.783 0.498 -3.032
H 3.524 2.087 -2.889
H 3.358 0.066 -0.604
H 4.248 2.935 -0.836
H 5.313 1.833 0.071
H 3.619 2.072 0.568
H 4.858 -0.664 -1.938
Br 6.189 3.361 -3.005
C 6.468 5.268 -3.171
C 5.421 5.936 -2.313
Br 3.656 5.668 -3.078
H 6.365 5.519 -4.222
H 7.471 5.506 -2.825
H 5.577 7.007 -2.204
H 5.382 5.464 -1.336
Br -2.028 2.023 9.151
C -0.882 0.527 9.623
C 0.136 0.234 8.551
Br -0.659 -0.632 7.010
H -1.535 -0.320 9.807
H -0.383 0.814 10.546
H 0.890 -0.452 8.928
H 0.613 1.139 8.187
Br -1.013 -3.047 -4.733
C -1.093 -4.006 -6.417
C -0.149 -3.446 -7.447
Br -0.772 -1.760 -8.178
H -2.126 -3.960 -6.746
H -0.823 -5.035 -6.192
H -0.079 -4.128 -8.293
H 0.842 -3.257 -7.044
Br -4.766 -3.270 -6.539
C -5.078 -1.974 -5.118
C -5.168 -0.570 -5.655
Br -3.424 0.135 -6.118
H -4.268 -2.091 -4.405
H -6.020 -2.268 -4.661
H -5.563 0.096 -4.892
H -5.786 -0.517 -6.546
Br -1.824 -4.865 3.060
C -2.963 -6.429 3.163
C -2.599 -7.448 2.114
Br -3.164 -6.902 0.337
H -3.985 -6.082 3.050
H -2.827 -6.853 4.155
H -3.103 -8.392 2.314
H -1.526 -7.603 2.059
Br -0.352 4.707 1.056
C -0.072 4.380 -0.843
C 0.329 5.636 -1.571
Br -1.161 6.870 -1.820
H -0.997 3.961 -1.225
H 0.720 3.636 -0.909
H 0.680 5.392 -2.570
H 1.097 6.188 -1.040
Br -3.015 -9.015 6.004
C -1.313 -9.431 5.160
C -0.360 -10.108 6.109
Br 0.378 -8.874 7.412
H -0.915 -8.491 4.788
H -1.545 -10.089 4.326
H 0.488 -10.511 5.561
H -0.845 -10.901 6.670
Br -3.458 -1.700 -14.073
C -1.826 -1.860 -13.028
C -1.711 -3.203 -12.356
Br -2.894 -3.353 -10.827
H -1.837 -1.048 -12.308
H -1.009 -1.718 -13.731
H -0.704 -3.333 -11.964
H -1.953 -4.019 -13.029
Br 6.150 -3.384 -1.590
C 6.757 -2.172 -0.194
C 8.070 -2.601 0.401
Br 7.893 -4.140 1.580
H 5.961 -2.130 0.542
H 6.856 -1.199 -0.671
H 8.478 -1.803 1.016
H 8.789 -2.883 -0.361
Br 2.295 7.896 6.294
C 2.131 9.202 7.720
C 2.053 8.560 9.081
Br 0.318 7.754 9.422
H 1.248 9.795 7.503
H 3.018 9.828 7.653
H 2.188 9.309 9.858
H 2.791 7.773 9.199
*
```

Löwdin population analysis, charges in e, atoms 1 to 5: number 1, C, carries -0.152; number 2, C, carries -0.269; number 3, C, carries -0.215; number 4, C, carries -0.197; number 5, C, carries -0.204